# 1
Here is the molecule C11H21N5O5 at a distorted geometry from the Open Molecules 2025 dataset. Energies are from the ωB97M-V functional and the def2-TZVPD basis.

## Properties
E_tot, Ha: -1081.8289
Net charge: 0
Gap between HOMO and LUMO, eV: 9.31
2S+1: 1
Structure (SMILES): [H]/N=C(\N)NCCC[C@H](NC(=O)[C@@H](N)CCC(=O)O)C(=O)O
LUMO level, eV: 0.320
ΔE to the lowest compared entry with this formula, charge and spin, kcal/mol: 1.7

Geometry as XYZ:
```
42
C11H21N5O5, DFT the ωB97M-V functional and the def2-TZVPD basis
H -7.08 -3.06 -0.26
N -6.56 -2.18 -0.05
C -5.32 -2.27 -0.37
N -4.65 -3.43 -0.76
N -4.52 -1.15 -0.33
C -3.21 -1.22 0.30
C -2.46 0.09 0.11
C -1.08 0.08 0.74
C -0.30 1.37 0.53
N 1.10 1.19 0.92
C 2.09 1.97 0.46
O 1.88 2.99 -0.22
C 3.50 1.53 0.79
N 3.50 0.51 1.83
C 4.16 0.99 -0.49
C 3.46 -0.24 -1.09
C 4.27 -0.89 -2.16
O 5.43 -0.66 -2.40
O 3.56 -1.80 -2.84
C -0.92 2.55 1.33
O -1.80 2.40 2.14
O -0.37 3.74 1.09
H -3.96 -3.30 -1.48
H -5.26 -4.18 -1.01
H -5.06 -0.36 0.02
H -2.63 -2.04 -0.17
H -3.27 -1.44 1.34
H -3.04 0.90 0.56
H -2.37 0.32 -0.94
H -0.48 -0.76 0.30
H -1.15 -0.11 1.83
H -0.30 1.67 -0.50
H 1.41 0.35 1.46
H 4.02 2.44 1.07
H 4.40 0.01 1.86
H 3.40 0.95 2.75
H 4.19 1.77 -1.23
H 5.20 0.73 -0.27
H 3.27 -0.95 -0.30
H 2.45 0.02 -1.50
H 4.14 -2.19 -3.51
H 0.37 3.67 0.47
```

***

# 2
Here is a structure of composition C11H22AgInN2O2S2 at a distorted geometry from the Open Molecules 2025 dataset. Energies are from the ωB97M-V functional and the def2-TZVPD basis.

## Properties
E_tot, Ha: -1825.5569
Net charge: 0
Gap between HOMO and LUMO, eV: 3.33
2S+1: 1
LUMO level, eV: -3.359

Geometry as XYZ:
```
41
C11H22AgInN2O2S2, DFT the ωB97M-V functional and the def2-TZVPD basis
C -1.06 4.53 0.92
C -0.58 3.06 1.32
C 0.79 2.65 0.59
In 0.60 0.59 -0.30
S 1.08 -1.04 1.54
C -1.59 0.36 -0.89
C -2.43 -0.44 0.20
C -3.12 -1.74 -0.37
C -4.70 -1.61 -0.47
O -5.16 -0.28 -0.75
C 1.78 0.27 -2.19
C 3.19 -0.41 -2.00
S 3.09 -2.27 -1.96
C 3.47 -2.65 -0.25
N 4.43 -2.17 0.57
N 4.17 -2.82 1.75
C 3.14 -3.64 1.68
O 2.67 -3.56 0.39
H -2.12 4.45 0.55
H -0.41 4.96 0.12
H -1.08 5.22 1.80
H -1.39 2.31 1.15
H -0.40 3.09 2.43
H 1.09 3.45 -0.13
H 1.55 2.58 1.41
H 2.18 -0.63 2.26
H -2.03 1.38 -1.06
H -1.61 -0.15 -1.89
H -3.16 0.29 0.65
H -1.77 -0.76 1.04
H -2.66 -2.10 -1.33
H -2.93 -2.56 0.38
H -5.11 -1.94 0.52
H -5.05 -2.33 -1.26
H -4.74 -0.02 -1.58
H 1.17 -0.36 -2.89
H 1.94 1.25 -2.70
H 3.80 0.01 -1.16
H 3.78 -0.20 -2.94
H 2.71 -4.27 2.48
Ag 6.44 -2.47 2.33
```

***

# 3
Here is a structure of composition C11H22Br6O15S4 at a distorted geometry from the Open Molecules 2025 dataset. Energies are from the ωB97M-V functional and the def2-TZVPD basis.

## Properties
E_tot, Ha: -18597.6081
Net charge: -1
Expectation value of S²: 0.755
Gap between HOMO and LUMO (spin up / spin down), eV: 3.35 / 8.03
2S+1: 2
LUMO level (spin up / spin down), eV: 2.065 / 2.067

Geometry as XYZ:
```
58
C11H22Br6O15S4, DFT the ωB97M-V functional and the def2-TZVPD basis
O 16.46 -11.24 -29.29
S 15.76 -11.53 -30.57
O 16.42 -11.22 -31.85
O 15.21 -13.06 -30.55
C 14.39 -13.49 -29.49
C 14.30 -15.03 -29.46
C 14.21 -10.57 -30.45
H 13.43 -12.98 -29.61
H 14.88 -13.06 -28.62
H 13.74 -15.38 -30.32
H 13.74 -15.30 -28.56
H 15.32 -15.42 -29.41
H 13.40 -10.91 -31.11
H 14.55 -9.57 -30.70
H 13.91 -10.66 -29.41
C 20.28 -13.23 -30.39
Br 21.22 -14.45 -29.16
Br 18.62 -14.07 -30.98
Br 21.44 -12.82 -31.94
H 20.09 -12.29 -29.87
C 18.16 -8.35 -29.45
Br 19.10 -6.74 -28.94
Br 19.40 -9.85 -29.74
Br 17.00 -8.08 -31.07
H 17.48 -8.65 -28.65
C 19.15 -10.78 -33.95
C 18.41 -9.42 -34.09
O 18.19 -9.24 -35.42
S 18.99 -10.32 -36.39
O 20.38 -9.86 -36.59
O 18.12 -10.71 -37.49
O 19.08 -11.38 -35.17
H 18.85 -11.47 -33.16
H 20.20 -10.58 -33.78
H 18.93 -8.56 -33.68
H 17.45 -9.52 -33.60
C 21.01 -0.92 -28.87
C 21.51 -2.03 -29.84
O 20.90 -3.25 -29.53
S 19.53 -3.07 -28.64
O 19.55 -4.10 -27.59
O 18.33 -2.83 -29.45
O 20.05 -1.58 -28.09
H 20.63 -0.01 -29.34
H 21.65 -0.70 -28.02
H 22.59 -2.17 -29.77
H 21.20 -1.85 -30.87
C 23.48 -6.80 -26.86
C 22.23 -6.35 -27.62
O 22.65 -6.29 -28.95
S 24.06 -5.51 -29.07
O 23.93 -4.07 -28.71
O 24.85 -5.96 -30.18
O 24.49 -6.38 -27.72
H 23.60 -7.88 -26.78
H 23.55 -6.44 -25.83
H 21.85 -5.38 -27.31
H 21.43 -7.09 -27.57
```

***

# 4
Here is a structure of composition C11H22ClFN3O4PdSi from the Open Molecules 2025 dataset. Energies are from the ωB97M-V functional and the def2-TZVPD basis.

## Properties
E_tot, Ha: -1873.6717
Net charge: +3
Gap between HOMO and LUMO, eV: 7.03
2S+1: 1
LUMO level, eV: -12.625
ΔE to the lowest compared entry with this formula, charge and spin, kcal/mol: 0.0

Geometry as XYZ:
```
44
C11H22ClFN3O4PdSi, DFT the ωB97M-V functional and the def2-TZVPD basis
Pd 0.16 -0.59 -1.29
C -3.20 -1.41 -0.14
Si -2.30 -0.01 0.63
C -2.98 0.44 2.29
C -2.06 1.51 -0.42
N -0.51 -0.74 0.65
C 0.05 -1.46 1.56
C -0.49 -1.57 2.93
C 0.03 -2.44 3.82
C 1.13 -3.27 3.44
C 1.74 -3.20 2.18
C 1.25 -2.31 1.29
F 1.79 -2.20 0.11
H -4.21 -1.04 -0.39
H -3.33 -2.24 0.56
H -2.77 -1.79 -1.07
H -3.93 0.92 2.06
H -2.39 1.18 2.84
H -3.22 -0.41 2.92
H -2.98 2.11 -0.35
H -1.91 1.28 -1.47
H -1.26 2.15 -0.03
H -1.31 -0.92 3.20
H -0.36 -2.52 4.82
H 1.52 -3.98 4.16
H 2.58 -3.84 1.92
O -0.18 -2.73 -4.46
Cl -0.51 -1.81 -3.48
O 0.62 -0.80 -3.26
O -0.52 -2.42 -2.09
O -1.70 -1.10 -3.69
N 2.87 4.20 -1.41
C 3.08 2.77 -1.86
C 2.36 1.69 -1.05
N 0.97 1.37 -1.47
H 3.42 4.84 -1.99
H 3.18 4.35 -0.44
H 1.90 4.52 -1.48
H 4.15 2.61 -1.81
H 2.79 2.74 -2.92
H 2.36 1.91 0.02
H 2.96 0.79 -1.18
H 0.93 1.37 -2.49
H 0.29 2.06 -1.15
```

***

# 5
Here is a structure of composition C11H22F6NO13RbS4 at a distorted geometry from the Open Molecules 2025 dataset. Energies are from the ωB97M-V functional and the def2-TZVPD basis.

## Properties
E_tot, Ha: -3681.0768
Net charge: 0
Gap between HOMO and LUMO, eV: 7.98
2S+1: 1
LUMO level, eV: -0.809
ΔE to the lowest compared entry with this formula, charge and spin, kcal/mol: 120.6

Geometry as XYZ:
```
58
C11H22F6NO13RbS4, DFT the ωB97M-V functional and the def2-TZVPD basis
Rb 6.71 7.74 2.78
C 6.42 1.92 0.00
F 7.47 1.22 0.51
F 6.92 2.73 -0.85
F 5.58 1.07 -0.69
S 5.40 2.79 1.38
O 4.65 3.75 0.59
O 4.45 1.78 1.97
N 6.52 3.72 2.38
S 6.68 2.71 3.51
O 5.54 2.77 4.38
O 7.15 1.36 3.21
C 8.15 3.58 4.55
F 9.12 3.82 3.65
F 7.82 4.73 5.16
F 8.45 2.73 5.47
C 1.96 10.91 3.25
O 1.93 9.54 3.43
C 2.66 8.81 4.25
O 3.68 9.09 4.90
O 1.98 7.65 4.28
C 2.51 6.63 5.16
H 2.04 11.37 4.24
H 1.03 11.33 2.89
H 2.81 11.28 2.68
H 1.69 5.92 5.27
H 2.83 7.07 6.11
H 3.26 6.08 4.59
O 7.41 10.81 -0.33
S 8.09 11.66 -1.30
O 7.66 13.04 -1.40
O 9.75 11.48 -0.95
C 10.70 12.08 -1.84
C 11.12 13.49 -1.29
C 7.80 10.98 -2.93
H 10.36 12.02 -2.88
H 11.52 11.39 -1.67
H 10.31 14.15 -0.97
H 11.60 14.05 -2.09
H 11.85 13.28 -0.51
H 8.40 11.36 -3.75
H 6.75 10.93 -3.23
H 8.14 9.94 -2.92
O 9.81 11.33 5.70
S 10.07 11.42 4.31
O 9.76 10.34 3.39
O 9.43 12.76 3.63
C 8.51 13.56 4.38
C 7.08 13.49 3.81
C 11.88 11.78 4.00
H 9.11 14.46 4.41
H 8.36 13.11 5.36
H 6.37 13.92 4.52
H 6.86 12.49 3.43
H 7.10 14.03 2.87
H 12.15 12.75 4.41
H 11.88 11.73 2.91
H 12.41 10.89 4.36
```

***

# 6
Here is a structure of composition C11H22FN3 at a distorted geometry from the Open Molecules 2025 dataset. Energies are from the ωB97M-V functional and the def2-TZVPD basis.

## Properties
E_tot, Ha: -695.7519
Net charge: +2
Gap between HOMO and LUMO, eV: 8.70
2S+1: 1
LUMO level, eV: -8.953

Geometry as XYZ:
```
37
C11H22FN3, DFT the ωB97M-V functional and the def2-TZVPD basis
C 0.18 -0.08 3.35
C 0.03 0.74 1.18
C 0.62 -1.49 1.51
C -2.42 -1.51 -1.83
C 2.19 -1.05 -1.53
C 0.93 2.54 -0.64
C -0.64 3.62 0.92
C -1.58 -1.51 -0.53
C 0.89 -1.72 -1.24
C -0.20 -0.86 -0.63
C -0.36 2.35 0.16
N 0.18 -0.42 0.68
N 0.03 -1.33 2.89
N 0.23 0.91 2.50
F -1.40 1.98 -0.57
H -0.10 0.11 4.39
H 0.39 -2.44 1.08
H 1.65 -1.37 1.51
H -3.40 -1.98 -1.57
H -2.60 -0.54 -2.29
H -1.89 -2.20 -2.55
H 2.75 -0.92 -0.58
H 2.73 -1.89 -2.01
H 2.04 -0.19 -2.20
H 1.10 1.84 -1.46
H 0.97 3.56 -1.14
H 1.77 2.72 0.07
H 0.22 3.97 1.51
H -1.73 3.77 1.41
H -0.71 4.34 0.15
H -1.53 -2.56 -0.21
H -2.07 -0.77 0.11
H 0.57 -2.16 -2.30
H 0.99 -2.56 -0.56
H -0.44 -0.03 -1.29
H -0.04 -1.98 3.72
H 0.31 1.90 2.83
```